Molecular formula: C28H112N56O28
Method: DFT, ωB97M-V/def2-TZVPD

- Orbital gap: 7.397 eV
- HOMO energy: -7.79 eV
- Energy above the lowest of the compared OMol25 structures with the same formula, charge and spin: 312.3 kcal per mole
- M: 1681.6 g/mol
- Net charge: 0
- Lowest unoccupied orbital energy: -0.0145 Eh
- Energy: -171651.6398 eV

```
224
Properties=species:S:1:pos:R:3:forces:R:3:lowdin_charge:R:1
C -28.658979 6.195686 -7.223655 -0.70 2.08 -0.83 -0.72
O -29.519086 6.368461 -6.372258 -0.99 0.19 1.28 -0.02
N -27.962204 5.118169 -7.350343 0.86 -2.98 0.74 0.19
N -28.455932 7.120258 -8.171804 0.41 2.01 -1.67 0.21
H -28.184407 4.375772 -6.702616 0.06 -0.24 0.40 0.07
H -27.155207 5.007258 -7.947479 0.35 0.23 -0.07 0.03
H -28.993059 7.974282 -8.219159 -0.26 -0.22 0.63 0.11
H -27.950197 6.964904 -9.032147 0.13 -0.48 0.37 0.09
C -34.937919 6.150804 -6.663585 -2.03 2.07 0.09 -0.82
O -34.241612 5.426928 -7.276125 3.06 -3.02 -2.93 0.06
N -35.082304 6.104090 -5.390342 -0.60 -0.78 4.42 0.20
N -35.645230 7.156919 -7.183760 -1.04 1.94 -1.67 0.16
H -35.720430 6.699086 -4.881540 0.30 -0.28 -0.01 0.13
H -34.624519 5.349738 -4.898925 0.20 0.40 0.55 0.08
H -36.179351 7.731692 -6.547791 0.00 0.07 -0.68 0.12
H -35.661647 7.314878 -8.181192 -0.25 -0.10 0.31 0.12
C -26.376076 3.681219 2.825978 3.12 -0.53 -1.48 -0.77
O -25.191408 3.932098 3.009793 0.83 -0.42 -0.13 0.01
N -27.306355 4.011222 3.636456 -2.52 2.87 4.78 0.16
N -26.940965 3.040842 1.815253 -0.33 -1.57 -3.20 0.19
H -28.204854 4.299024 3.275930 -0.04 -0.29 0.27 0.04
H -26.921628 4.667525 4.300806 -0.41 0.09 0.35 0.12
H -26.401754 2.627552 1.067889 -0.06 0.43 0.00 0.07
H -27.796800 3.501087 1.539883 -0.12 -0.65 -0.47 0.10
C -28.012377 5.776576 -11.885028 1.60 1.06 -1.32 -0.82
O -28.385777 6.535459 -12.722088 -1.59 2.04 -2.16 0.06
N -26.771835 5.331371 -11.871057 3.94 -1.25 -0.24 0.15
N -28.685014 5.359382 -10.876125 -3.55 -1.42 3.54 0.18
H -26.076286 5.742709 -12.476955 -0.44 -0.21 -0.06 0.12
H -26.555715 4.507680 -11.327993 0.16 1.13 -0.06 0.03
H -28.282864 4.839016 -10.109581 -0.21 0.13 -0.23 0.07
H -29.645804 5.661473 -10.800559 0.13 -0.24 0.16 0.13
C -31.154923 3.456811 -8.312567 -1.43 -3.02 -1.37 -0.68
O -31.974743 2.514618 -8.450965 0.58 0.74 0.13 -0.02
N -29.905687 3.424350 -8.800488 1.85 -0.60 -0.89 0.17
N -31.420671 4.611245 -7.800639 -1.49 2.69 1.73 0.23
H -29.575157 2.601237 -9.283542 -0.22 -0.15 0.60 0.08
H -29.260853 3.907423 -8.191452 0.42 -0.25 -0.41 0.05
H -30.697397 5.280752 -7.579871 -0.27 0.00 -0.02 0.08
H -32.356157 4.839783 -7.496133 -0.09 -0.19 0.10 0.07
C -34.828848 4.158731 -0.259272 1.57 -2.00 -2.94 -0.67
O -34.760473 3.166726 -1.022557 -0.26 1.46 1.43 -0.01
N -35.943842 4.687033 0.151798 -4.23 1.14 1.68 0.18
N -33.752290 4.886192 0.038807 0.88 0.03 0.59 0.18
H -36.021773 5.473288 0.780949 0.55 -0.12 -0.19 0.11
H -36.847054 4.248193 0.043475 0.53 -0.46 -0.31 0.13
H -32.925829 4.696011 -0.509720 0.26 0.47 0.58 0.09
H -33.895541 5.710167 0.605057 0.82 -0.17 -0.36 0.10
C -28.137274 8.555657 -4.478017 3.16 0.24 -0.60 -0.77
O -27.488610 7.672416 -3.966384 1.13 -1.95 1.35 0.01
N -27.642821 9.406870 -5.358800 1.98 0.92 -2.54 0.18
N -29.286818 8.969031 -4.156120 -5.91 0.56 2.41 0.21
H -26.725727 9.222249 -5.739527 -0.44 0.09 -0.39 0.12
H -28.350207 9.959251 -5.822046 0.96 0.23 -0.58 0.11
H -29.724600 9.629966 -4.781914 -0.54 -0.06 0.76 0.11
H -29.622937 8.788367 -3.220983 -0.58 -0.21 -0.53 0.11
C -29.523917 -2.623491 -2.329716 -1.50 -2.13 4.66 -0.74
O -28.796299 -2.308258 -3.197131 2.79 1.27 -3.46 0.07
N -29.221601 -3.410224 -1.263177 1.27 -1.29 0.25 0.17
N -30.775111 -2.216966 -2.177423 -2.64 1.84 -1.10 0.17
H -29.853114 -3.535960 -0.485058 0.35 0.15 -0.25 0.10
H -28.341987 -3.902574 -1.200219 -0.07 0.41 0.07 0.11
H -31.100749 -1.559667 -2.871696 -0.34 0.01 0.45 0.05
H -31.417657 -2.529701 -1.463669 0.33 0.11 -0.31 0.10
C -29.479539 3.180851 -4.689276 0.88 2.13 2.76 -0.77
O -29.125777 2.950119 -5.799159 1.04 -1.56 -6.60 -0.01
N -29.720203 4.426644 -4.343789 -0.90 0.39 0.97 0.25
N -29.396947 2.243046 -3.809935 -0.26 -2.53 3.01 0.22
H -29.749733 5.019688 -5.160805 -0.04 1.14 0.56 0.07
H -29.710850 4.658204 -3.360736 -0.23 0.69 -0.35 0.10
H -29.582025 2.400372 -2.829583 -0.11 0.00 0.13 0.08
H -28.975860 1.368773 -4.089995 0.01 0.21 0.23 0.11
C -25.607004 1.792574 -6.322587 2.04 -0.32 -2.57 -0.81
O -25.515041 1.809362 -5.152869 0.53 0.35 5.84 0.06
N -26.682295 1.958085 -6.974516 -5.33 0.80 -1.85 0.22
N -24.586984 1.659215 -7.150560 2.75 -0.37 -0.96 0.19
H -27.499675 2.116610 -6.402810 -0.67 -0.15 -0.46 0.08
H -26.738068 1.764010 -7.964123 -0.48 -0.01 0.21 0.07
H -24.823133 1.548326 -8.126288 0.97 -0.08 0.24 0.10
H -23.669822 1.599699 -6.731791 -0.05 -0.25 -0.62 0.13
C -33.366336 8.211248 -2.313978 2.68 0.57 -2.48 -0.83
O -33.249008 9.329150 -1.915471 0.17 3.75 0.36 0.04
N -32.802126 7.674841 -3.394317 1.53 0.57 -3.28 0.17
N -33.940361 7.314264 -1.632406 -3.57 -3.67 3.81 0.17
H -32.448276 8.243404 -4.150374 -0.11 0.37 0.53 0.07
H -32.935465 6.720717 -3.697606 -0.18 -0.12 0.51 0.03
H -33.715909 6.344792 -1.805125 -0.29 0.08 0.34 0.08
H -34.199774 7.695540 -0.733833 -0.07 -0.81 0.12 0.12
C -29.622897 6.335632 -0.930641 -2.09 -2.68 -0.41 -0.73
O -30.828021 6.328538 -0.615337 -0.59 0.80 0.27 -0.03
N -28.994324 5.215551 -1.135106 0.53 -2.48 -0.68 0.19
N -28.935854 7.379613 -1.225251 1.04 4.20 0.11 0.20
H -27.990733 5.134444 -1.214551 -0.20 0.13 0.00 0.05
H -29.577144 4.403672 -1.280982 0.34 -0.16 0.81 0.04
H -28.052086 7.292078 -1.706276 -0.31 0.42 -0.12 0.10
H -29.492529 8.217382 -1.133740 0.74 0.37 -0.10 0.12
C -24.659595 5.674679 -4.145421 2.52 -2.96 -0.10 -0.78
O -23.685292 4.908079 -4.306834 0.38 1.43 0.00 -0.02
N -24.679194 6.856215 -3.569337 2.01 1.81 0.93 0.18
N -25.830251 5.280362 -4.498906 -4.04 -0.98 -1.38 0.19
H -25.556728 7.267464 -3.284881 0.34 0.31 0.04 0.08
H -23.751776 7.069930 -3.231191 -0.53 0.69 0.48 0.12
H -26.550640 5.981584 -4.401853 -0.74 -0.49 -0.47 0.07
H -25.932532 4.436567 -5.044496 -0.12 0.19 0.27 0.10
C -25.359210 5.138900 -0.272667 1.63 -4.15 -0.07 -0.83
O -26.424958 4.971570 -0.740211 -4.65 -0.95 -1.99 0.04
N -24.454681 4.222599 -0.070352 2.46 -5.57 -0.44 0.20
N -24.867403 6.219703 0.038522 2.66 9.45 2.42 0.21
H -24.552385 3.293592 -0.454425 -0.42 0.16 -0.04 0.12
H -23.613347 4.258558 0.487295 -0.57 0.62 0.18 0.13
H -23.872419 6.250997 0.209161 -0.53 0.62 0.27 0.14
H -25.470131 7.013246 0.203144 0.41 0.05 -0.08 0.14
C -26.781640 1.660736 -1.941750 -0.80 -0.20 -0.83 -0.81
O -27.039766 1.480979 -0.795189 -0.11 -0.55 5.39 0.00
N -26.620468 2.805651 -2.478857 1.02 4.32 -0.97 0.23
N -26.771503 0.752337 -2.839919 0.07 -4.43 -3.19 0.21
H -26.422835 3.548905 -1.824179 -0.08 0.73 -0.60 0.07
H -26.467734 2.784697 -3.477027 0.37 1.05 0.29 0.08
H -27.200688 -0.155353 -2.730403 0.33 -0.05 0.13 0.11
H -26.431030 1.090425 -3.728669 -0.08 -1.06 -0.51 0.06
C -30.736945 5.705451 3.081435 0.77 0.78 -2.38 -0.66
O -29.756124 4.978535 3.059846 0.19 -0.60 -0.49 -0.01
N -31.268265 6.384248 2.026630 -0.07 -0.29 1.55 0.19
N -31.355561 5.996336 4.198187 -1.74 0.64 2.56 0.17
H -31.980919 7.025410 2.344642 0.17 0.11 -1.12 0.10
H -30.922051 6.348330 1.078499 -0.03 0.05 -0.67 0.04
H -31.290152 5.382999 4.997961 -0.01 0.38 -0.16 0.12
H -32.135246 6.625186 4.068783 -0.06 -0.46 0.99 0.10
C -31.985793 8.896193 -7.129195 1.10 -1.27 0.02 -0.78
O -31.005622 9.611420 -7.177270 1.25 1.62 -0.10 0.02
N -33.011382 8.919518 -7.917119 -2.68 2.44 -3.57 0.18
N -32.030428 7.829861 -6.393606 1.17 -2.86 3.95 0.18
H -33.784422 8.270336 -7.884203 0.42 0.21 -0.04 0.07
H -32.834496 9.520130 -8.709629 -0.84 -0.05 -0.08 0.12
H -32.780800 7.160584 -6.298116 0.16 0.28 -0.28 0.09
H -31.178360 7.646709 -5.883177 -0.08 -0.37 0.09 0.08
C -32.988815 3.791655 -3.866830 0.92 1.59 -0.60 -0.72
O -33.089029 5.009972 -3.731292 -1.37 1.79 -0.44 -0.04
N -33.251376 3.145535 -4.994573 -1.04 -0.37 -1.49 0.23
N -32.451669 3.119945 -2.931554 1.20 -2.64 2.39 0.22
H -32.790024 2.267044 -5.183010 -0.31 0.15 -0.25 0.09
H -33.665797 3.711668 -5.721104 0.34 -0.50 -0.42 0.08
H -32.435160 2.119252 -3.067409 0.58 -0.37 0.76 0.06
H -32.059777 3.585494 -2.125476 -0.01 -0.41 -0.23 0.09
C -31.673719 -0.137353 -4.648150 -2.22 -2.56 1.54 -0.72
O -32.090455 0.298828 -3.574592 -0.36 0.10 0.65 -0.02
N -30.920170 0.453341 -5.473573 3.17 2.98 -3.69 0.22
N -31.981056 -1.385335 -5.121159 -0.94 -0.46 1.05 0.18
H -30.442251 1.337511 -5.373866 -0.52 -0.23 0.15 0.07
H -30.793300 -0.023831 -6.354662 0.26 0.21 -0.24 0.07
H -32.589252 -1.953338 -4.548819 0.21 -0.02 -0.42 0.10
H -31.607438 -1.679998 -6.012038 -0.23 -0.31 0.19 0.06
C -29.871015 1.318406 3.345198 0.60 -2.65 -0.45 -0.75
O -29.444168 0.241016 2.915754 -0.31 0.42 0.40 0.01
N -30.309141 2.302933 2.642309 -1.05 1.60 -3.98 0.19
N -30.028863 1.623736 4.595173 0.55 -0.84 5.04 0.17
H -30.278694 3.219246 3.066034 0.15 0.12 -0.99 0.06
H -30.125984 2.081405 1.674073 -0.26 1.10 -0.30 0.09
H -29.525461 1.024298 5.233425 -0.41 0.36 0.36 0.12
H -30.518466 2.454173 4.896434 0.42 -0.45 0.05 0.11
C -24.117021 -2.970846 -3.023995 -1.21 -0.45 1.80 -0.76
O -23.747707 -3.513994 -1.992016 0.83 -0.40 -0.03 0.01
N -24.507638 -1.712815 -3.082091 -0.31 5.00 0.59 0.15
N -24.508369 -3.527363 -4.146012 0.90 -3.41 -1.46 0.15
H -24.793459 -1.288791 -3.953075 -0.01 -0.30 0.02 0.08
H -24.316615 -1.014025 -2.378319 0.31 -0.58 0.15 0.10
H -24.516735 -4.536308 -4.100580 -0.09 0.21 -0.52 0.11
H -24.988558 -2.985123 -4.849925 -0.15 -0.54 -0.05 0.02
C -24.905921 5.824275 -8.538677 -0.33 -3.13 3.23 -0.76
O -25.817404 5.051256 -8.749769 -1.51 -1.41 -1.26 0.01
N -24.300275 6.537307 -9.354959 2.57 4.48 -5.20 0.21
N -24.245719 5.848484 -7.391832 -0.34 -1.38 3.83 0.19
H -23.541955 6.980927 -8.856704 0.33 0.56 -1.88 0.13
H -24.464719 6.482491 -10.349977 0.16 0.52 0.29 0.13
H -23.467108 6.431783 -7.120469 -0.26 -0.25 -0.15 0.12
H -24.462955 5.069840 -6.786338 0.21 0.39 0.52 0.10
C -34.534491 -0.318637 -1.033567 -0.17 1.27 2.60 -0.77
O -34.722592 -0.270459 0.178478 -0.21 0.58 0.23 0.01
N -34.166448 -1.444887 -1.612202 0.84 -2.71 -1.48 0.14
N -34.575814 0.659385 -1.926021 -0.43 1.04 -1.52 0.17
H -34.417833 -1.406936 -2.589684 0.25 -1.25 0.12 0.10
H -34.193984 -2.276636 -1.039893 -0.30 0.06 -0.47 0.11
H -34.089826 0.423720 -2.779474 0.03 0.60 0.02 0.07
H -34.783406 1.629357 -1.735863 0.06 -0.18 0.43 0.04
C -27.630417 1.706521 -10.743290 2.37 1.14 -0.86 -0.80
O -27.402022 0.973261 -9.844221 -0.76 -3.00 3.40 0.07
N -26.782634 2.683576 -10.998532 2.03 2.81 -0.32 0.15
N -28.487629 1.617146 -11.722522 -3.15 -1.70 -1.77 0.19
H -26.660040 2.966064 -11.960437 0.09 -0.11 0.33 0.11
H -26.141177 2.993397 -10.282537 0.15 -0.20 -0.11 0.10
H -28.942151 0.715555 -11.747944 -0.57 0.45 -0.29 0.11
H -28.918658 2.451255 -12.094774 -0.04 -0.31 -0.08 0.13
C -30.483891 1.718724 -0.690019 -2.26 -1.06 1.11 -0.67
O -30.249141 2.897310 -1.017506 -0.43 -0.65 -0.14 -0.04
N -29.582145 0.825022 -0.373032 2.08 0.20 -0.49 0.22
N -31.721784 1.205580 -0.471301 -1.04 1.37 -0.50 0.20
H -29.759657 -0.169054 -0.352899 0.21 0.27 0.24 0.13
H -28.665332 1.244715 -0.431395 0.86 -1.01 0.02 0.06
H -31.816439 0.298053 -0.038252 -0.16 0.40 0.06 0.11
H -32.444329 1.895733 -0.323985 -0.42 -0.47 -0.15 0.10
C -26.974646 -1.559238 0.867350 -2.15 -1.61 1.44 -0.78
O -27.531838 -2.597370 1.203031 0.03 -1.39 0.07 -0.01
N -26.228764 -1.394329 -0.176409 2.44 0.63 -3.42 0.19
N -27.172847 -0.453788 1.552872 -0.44 2.28 1.79 0.17
H -26.127050 -0.420646 -0.424798 0.40 -0.30 -0.46 0.07
H -25.960287 -2.117739 -0.828102 -0.15 0.04 0.30 0.10
H -27.014592 0.457017 1.146063 0.06 -0.25 0.12 0.06
H -27.930861 -0.494565 2.219094 0.06 0.17 -0.01 0.06
C -26.886507 -1.711210 -6.449961 1.94 -1.26 1.30 -0.77
O -25.889405 -2.121837 -5.865606 1.06 0.26 0.08 0.01
N -26.973016 -1.718267 -7.734751 0.80 -0.27 -3.91 0.20
N -27.947842 -1.329033 -5.857248 -3.43 1.68 2.57 0.22
H -26.160356 -2.168366 -8.131100 -0.48 0.41 -0.88 0.13
H -27.776562 -1.315899 -8.195756 0.58 -0.27 -0.49 0.10
H -28.777437 -1.255212 -6.428569 -0.29 -0.01 0.66 0.08
H -27.987632 -1.530978 -4.868445 -0.65 0.00 0.13 0.08
C -30.819871 -1.173043 -8.831879 0.51 -1.51 -0.03 -0.79
O -30.700516 -1.368420 -7.665816 -0.05 0.52 5.86 0.01
N -31.284215 -0.126061 -9.408925 -1.15 2.68 -1.78 0.23
N -30.405314 -2.152153 -9.578574 0.78 -1.28 -3.76 0.18
H -31.634273 0.648012 -8.862696 -0.06 0.77 -0.08 0.08
H -31.368912 -0.124804 -10.415375 -0.32 0.35 0.39 0.12
H -30.338965 -1.826237 -10.532235 0.38 -1.71 -0.33 0.11
H -30.204988 -3.057954 -9.179202 0.17 0.36 -0.48 0.14
```
Positions in Å, forces in eV/Å.